No. 1
Density functional theory data (ωB97M-V/def2-TZVPD) for C47H53AsClN2O7PS6Ta as an isolated structure in a non-equilibrium geometry.

Structure (ORCA input):
```
! RIJCOSX wB97M-V def2-TZVPD def2/J DEFGRID3
* xyz -1 1
Ta 0.47 -0.53 0.44
S 2.32 1.21 0.16
S 2.60 2.45 1.80
S 1.06 1.93 3.12
S -0.52 1.64 1.91
O 0.62 -1.30 -3.36
S 0.94 -0.22 -2.47
O 2.26 -0.25 -1.90
O -0.08 -0.15 -1.36
C 0.85 1.28 -3.48
C 1.32 1.04 -4.77
C 1.43 2.07 -5.69
C 1.03 3.34 -5.33
C 0.56 3.59 -4.06
C 0.48 2.58 -3.09
P -0.18 3.04 -1.42
C 0.81 4.56 -1.11
C 2.06 4.80 -1.68
C 2.81 5.90 -1.30
C 2.34 6.76 -0.32
C 1.13 6.51 0.29
C 0.37 5.41 -0.09
C -1.73 3.77 -2.14
C -2.59 2.84 -2.74
C -3.83 3.21 -3.20
C -4.25 4.54 -3.09
C -3.40 5.47 -2.52
C -2.15 5.09 -2.04
H 1.60 0.03 -5.03
H 1.81 1.87 -6.68
H 1.10 4.15 -6.04
H 0.24 4.59 -3.79
H 2.46 4.11 -2.42
H 3.78 6.07 -1.75
H 2.94 7.61 -0.02
H 0.77 7.15 1.09
H -0.55 5.18 0.43
H -2.26 1.81 -2.83
H -4.49 2.48 -3.65
H -5.22 4.83 -3.45
H -3.71 6.50 -2.43
H -1.50 5.83 -1.59
Cl -4.97 -4.50 -3.39
C -4.23 -3.60 -2.07
C -4.12 -4.43 -0.84
C -2.71 -2.69 0.57
C -2.78 -1.42 -0.22
C -2.13 -0.33 0.46
C -3.24 -1.34 -1.49
C -3.86 -2.34 -2.33
H -3.32 -5.17 -0.96
H -2.70 -2.39 1.63
H -2.34 -0.29 1.52
H -2.24 0.65 0.00
H -3.15 -0.37 -1.96
H -4.06 -1.99 -3.33
C -3.89 -3.64 0.46
As -0.78 -3.16 0.28
C -0.83 -3.77 -1.60
C -0.81 -5.01 1.01
H -5.05 -4.99 -0.71
H -4.79 -3.05 0.64
H -3.82 -4.38 1.27
H -1.75 -4.29 -1.84
H 0.01 -4.46 -1.75
H -0.71 -2.93 -2.27
H -1.52 -5.62 0.47
H -1.05 -4.98 2.07
H 0.20 -5.41 0.89
C -7.83 -3.03 1.72
C -6.68 -2.37 2.44
C -6.29 -1.08 2.11
C -5.26 -0.45 2.80
C -4.63 -1.13 3.83
C -4.99 -2.43 4.16
C -6.01 -3.05 3.46
S -3.40 -0.29 4.81
O -3.43 -0.91 6.11
O -3.63 1.11 4.70
N -1.98 -0.65 4.10
C -1.28 -1.89 4.43
C 0.24 -1.68 4.49
C 0.78 -1.94 3.10
O 0.83 -3.09 2.67
O 0.67 -0.91 2.25
H -7.87 -2.70 0.68
H -8.77 -2.77 2.19
H -7.72 -4.12 1.74
H -6.81 -0.55 1.32
H -4.96 0.56 2.57
H -4.48 -2.92 4.97
H -6.30 -4.06 3.70
H -1.54 0.02 3.48
H -1.50 -2.67 3.69
H -1.66 -2.20 5.40
H 0.68 -2.39 5.19
H 0.44 -0.65 4.79
C 3.45 -0.70 4.61
N 3.09 -1.69 3.60
C 3.52 -3.02 3.99
C 3.65 -1.28 2.31
C 3.34 -2.19 1.13
C 4.28 -3.20 0.89
C 4.17 -4.06 -0.18
C 3.13 -3.88 -1.08
C 2.19 -2.88 -0.84
C 2.24 -2.03 0.26
H 3.08 -1.00 5.58
H 3.01 0.26 4.34
H 4.54 -0.58 4.68
H 3.16 -3.24 4.99
H 4.62 -3.10 3.98
H 3.10 -3.74 3.30
H 4.75 -1.22 2.41
H 3.29 -0.28 2.09
H 5.13 -3.31 1.56
H 4.90 -4.84 -0.34
H 3.05 -4.50 -1.96
H 1.45 -2.72 -1.61
*
```

## Properties
E_LUMO, eV: 2.07
Gap between HOMO and LUMO, hartree: 0.24333
Calculated total energy, eV: -216127.892
Relative energy (zero: lowest compared OMol25 entry of this formula, charge and spin), kcal/mol: 66.35
HOMO, eV: -4.5
Max |F|, Eh/bohr: 0.06342

Here are the Mulliken charges for atoms 1 to 8, given in e: atom 1 (Ta): -0.507, atom 2 (S): -0.119, atom 3 (S): -0.126, atom 4 (S): -0.063, atom 5 (S): -0.086, atom 6 (O): -0.796, atom 7 (S): 2.167, atom 8 (O): -0.671


No. 2
Density functional theory data (ωB97M-V/def2-TZVPD) for one molecule with the formula C21H27N3O4S in a non-equilibrium geometry.

Structure (ORCA input):
```
! RIJCOSX wB97M-V def2-TZVPD def2/J DEFGRID3
* xyz 0 1
C -3.31 2.80 0.69
O -2.52 3.97 0.84
C -1.17 3.82 0.94
C -0.43 5.00 1.02
C 0.95 4.94 1.09
C 1.61 3.72 1.09
C 0.87 2.55 1.02
N 1.56 1.32 0.97
C 1.06 0.17 1.69
C 0.23 -0.79 0.84
O -0.84 -0.40 0.36
N 0.66 -2.04 0.63
C 1.88 -2.68 1.07
C 1.52 -3.82 2.03
N 0.67 -4.77 1.35
C 0.39 -5.93 2.17
C -0.55 -4.12 0.90
C -0.20 -2.98 -0.05
S 2.34 1.02 -0.49
O 3.23 2.10 -0.74
O 2.89 -0.31 -0.38
C 1.03 1.04 -1.71
C 0.57 -0.14 -2.24
C -0.52 -0.12 -3.10
C -1.14 1.08 -3.42
C -2.33 1.08 -4.33
C -0.64 2.26 -2.89
C 0.45 2.25 -2.04
C -0.52 2.59 0.95
H -3.01 2.23 -0.19
H -4.33 3.16 0.57
H -3.25 2.16 1.58
H -0.95 5.94 1.01
H 1.52 5.85 1.14
H 2.68 3.66 1.12
H 0.41 0.54 2.49
H 1.92 -0.32 2.14
H 2.57 -1.98 1.52
H 2.37 -3.10 0.19
H 2.44 -4.33 2.34
H 1.04 -3.40 2.93
H -0.21 -6.64 1.60
H 1.33 -6.41 2.44
H -0.15 -5.68 3.10
H -1.16 -4.86 0.38
H -1.14 -3.72 1.75
H -1.10 -2.46 -0.37
H 0.33 -3.39 -0.92
H 1.07 -1.06 -1.97
H -0.89 -1.05 -3.51
H -2.02 0.80 -5.34
H -2.79 2.07 -4.37
H -3.07 0.36 -4.00
H -1.11 3.20 -3.14
H 0.85 3.16 -1.63
H -1.06 1.67 0.87
*
```

## Properties
E_LUMO, eV: 0.69
Gap between HOMO and LUMO, hartree: 0.33254
Calculated total energy, eV: -45710.378
Relative energy (zero: lowest compared OMol25 entry of this formula, charge and spin), kcal/mol: 66.58
HOMO, eV: -8.4
SMILES: COc1cccc(N(CC(=O)N2CCN(C)CC2)S(=O)(=O)c2ccc(C)cc2)c1
Max |F|, Eh/bohr: 0.02053

Here are the Mulliken charges for atoms 1 to 8, given in e: atom 1 (C): -0.624, atom 2 (O): -0.486, atom 3 (C): 0.357, atom 4 (C): -0.606, atom 5 (C): -0.767, atom 6 (C): -0.270, atom 7 (C): -1.147, atom 8 (N): 0.338


No. 3
Density functional theory data (ωB97M-V/def2-TZVPD) for an isolated ion of composition C5H12NO and charge +1 in a non-equilibrium geometry.

Structure (ORCA input):
```
! RIJCOSX wB97M-V def2-TZVPD def2/J DEFGRID3
* xyz 1 1
C -0.38 -1.26 0.91
N -0.16 -0.29 0.19
C -1.17 0.54 -0.41
C -2.42 -0.27 -0.90
C 1.31 0.03 -0.25
C 1.83 1.21 0.60
O 2.07 -1.11 -0.04
H 0.52 -2.00 1.11
H -1.45 -1.49 1.07
H -1.55 1.13 0.46
H -0.69 1.02 -1.23
H -1.99 -1.07 -1.50
H -2.88 -0.62 -0.02
H -3.08 0.44 -1.37
H 1.09 0.11 -1.35
H 2.60 1.74 -0.07
H 2.35 0.76 1.44
H 1.04 2.00 0.92
H 2.95 -0.86 0.44
*
```

## Properties
E_LUMO, eV: -4.20
Gap between HOMO and LUMO, hartree: 0.43043
Calculated total energy, eV: -8908.993
Relative energy (zero: lowest compared OMol25 entry of this formula, charge and spin), kcal/mol: 37.74
HOMO, eV: -15.9
SMILES: C=[N+](CC)[C@@H](C)O
Max |F|, Eh/bohr: 0.07977

Here are the Mulliken charges for atoms 1 to 8, given in e: atom 1 (C): -0.211, atom 2 (N): 0.149, atom 3 (C): -0.356, atom 4 (C): -1.376, atom 5 (C): 0.166, atom 6 (C): -1.152, atom 7 (O): -0.561, atom 8 (H): 0.296


No. 4
Density functional theory data (ωB97M-V/def2-TZVPD) for a 2-piece molecular cluster, C12H22ClN2O3S overall in a non-equilibrium geometry.

Structure (ORCA input):
```
! RIJCOSX wB97M-V def2-TZVPD def2/J DEFGRID3
* xyz 1 1
O 3.32 -3.31 -0.89
C 2.00 -3.83 -1.22
C 1.07 -3.82 0.11
C -0.48 -4.11 -0.27
C -1.18 -2.71 -0.51
C -1.18 -1.50 0.46
N -1.73 -0.22 0.36
N -2.38 0.06 -0.77
C -2.94 1.46 -0.91
C -1.87 2.32 -1.73
C -0.74 2.91 -0.71
O 0.59 2.78 -1.29
C -2.51 -0.92 -1.77
Cl -3.45 -0.39 -3.26
C -1.98 -2.36 -1.82
H 3.23 -2.66 -0.16
H 2.17 -4.89 -1.61
H 1.52 -3.16 -2.03
H 1.46 -4.57 0.90
H 1.20 -2.78 0.59
H -1.02 -4.71 0.55
H -0.57 -4.71 -1.25
H -0.62 -1.69 1.45
H -3.03 1.85 0.18
H -4.00 1.47 -1.32
H -1.33 1.59 -2.44
H -2.34 3.19 -2.29
H -0.91 4.01 -0.45
H -0.73 2.33 0.28
H 0.49 2.92 -2.26
H -2.12 -3.10 -2.68
C 2.59 4.08 2.70
S 1.52 2.97 1.75
O 0.11 3.40 1.98
C 1.82 1.51 2.77
H 2.53 5.07 2.26
H 2.25 4.12 3.73
H 3.62 3.72 2.65
H 1.53 1.72 3.80
H 2.87 1.24 2.72
H 1.21 0.69 2.38
*
```

## Properties
E_LUMO, eV: -5.06
Gap between HOMO and LUMO, hartree: 0.22353
Calculated total energy, eV: -45268.809
Relative energy (zero: lowest compared OMol25 entry of this formula, charge and spin), kcal/mol: 88.59
HOMO, eV: -11.1
Max |F|, Eh/bohr: 0.10966

Here are the Mulliken charges for atoms 1 to 8, given in e: atom 1 (O): -0.490, atom 2 (C): -0.255, atom 3 (C): -0.497, atom 4 (C): -0.599, atom 5 (C): 0.634, atom 6 (C): -0.335, atom 7 (N): -0.729, atom 8 (N): 0.640


No. 5
Density functional theory data (ωB97M-V/def2-TZVPD) for C6H9N as an isolated structure.

Structure (ORCA input):
```
! RIJCOSX wB97M-V def2-TZVPD def2/J DEFGRID3
* xyz 0 1
C -0.61 -1.98 0.27
N -0.45 -0.76 -0.51
C -1.02 0.45 0.02
C 0.03 1.42 0.55
C 1.35 0.69 0.42
C 0.75 0.11 -0.90
C -0.23 1.32 -0.93
H 0.00 -2.09 1.18
H -0.46 -2.86 -0.36
H -1.67 -2.01 0.59
H -2.03 0.43 0.44
H -0.25 2.24 1.20
H 1.61 -0.06 1.18
H 2.17 1.40 0.29
H 1.39 -0.23 -1.72
H -0.59 1.94 -1.74
*
```

## Properties
E_LUMO, eV: 1.16
Gap between HOMO and LUMO, hartree: 0.33579
Calculated total energy, eV: -7854.478
Relative energy (zero: lowest compared OMol25 entry of this formula, charge and spin), kcal/mol: 84.90
HOMO, eV: -8.0
Max |F|, Eh/bohr: 0.01409

Here are the Mulliken charges for atoms 1 to 8, given in e: atom 1 (C): -0.862, atom 2 (N): -0.121, atom 3 (C): -0.573, atom 4 (C): -0.281, atom 5 (C): -0.598, atom 6 (C): -0.286, atom 7 (C): -0.479, atom 8 (H): 0.280